The following is a DFT calculation (ωB97M-V with the def2-TZVPD basis set) of an isolated molecule of CH3P3 in a non-equilibrium geometry.

XYZ file:
```
7
Properties=species:S:1:pos:R:3
P -2.33 0.65 0.84
P -1.77 -0.71 -0.54
C -0.14 -0.01 -0.60
P 0.90 0.03 0.83
H 0.19 0.81 -1.27
H 2.02 0.46 0.20
H 1.14 -1.23 0.52
```

Output
Gap between HOMO and LUMO (alpha / beta)   7.13 / 6.64 eV
Lowest unoccupied orbital energy (alpha / beta)   -0.035 / -0.040 hartree
Energy above the lowest of the compared OMol25 structures with the same formula, charge and spin   181.0 kJ/mol
HOMO (alpha / beta)   -8.08 / -7.72 eV

---

The following is a DFT calculation (ωB97M-V with the def2-TZVPD basis set) of a cluster of 2 separate species, C18H25OSi in total in a non-equilibrium geometry.

XYZ file:
```
45
Properties=species:S:1:pos:R:3
C -1.40 3.45 -0.90
Si -1.88 2.35 0.53
C -1.60 3.26 2.14
C -3.69 1.90 0.38
O -0.94 0.95 0.49
C -0.11 0.64 1.56
C -0.53 -0.20 2.53
C 1.21 1.26 1.65
C 1.70 2.01 0.68
H -2.01 4.35 -0.89
H -0.36 3.73 -0.83
H -1.57 2.92 -1.84
H -2.19 4.17 2.16
H -1.87 2.63 2.98
H -0.55 3.53 2.23
H -4.29 2.81 0.41
H -3.86 1.39 -0.56
H -3.98 1.26 1.20
H 0.10 -0.42 3.36
H -1.50 -0.65 2.47
H 1.78 1.07 2.54
H 2.66 2.48 0.76
H 1.14 2.18 -0.21
C 1.81 -3.19 0.49
C 3.30 -3.21 0.87
C 3.89 -2.05 0.14
C 2.94 -1.42 -0.61
C 1.68 -2.07 -0.51
C 0.54 -1.83 -1.33
C 0.43 -0.70 -2.16
C -0.63 -0.57 -3.03
C -1.59 -1.56 -3.11
C -1.52 -2.67 -2.29
C -0.48 -2.80 -1.40
H 1.47 -4.14 0.06
H 1.16 -2.98 1.35
H 3.45 -3.11 1.96
H 3.79 -4.15 0.57
H 4.94 -1.80 0.13
H 3.14 -0.59 -1.26
H 1.17 0.08 -2.09
H -0.70 0.30 -3.66
H -2.40 -1.47 -3.82
H -2.26 -3.45 -2.36
H -0.42 -3.67 -0.77
```

Output
Gap between HOMO and LUMO   5.98 eV
Lowest unoccupied orbital energy   -0.202 hartree
Energy above the lowest of the compared OMol25 structures with the same formula, charge and spin   0.0 kJ/mol
Charge   +1
HOMO   -11.48 eV

---

The following is a DFT calculation (ωB97M-V with the def2-TZVPD basis set) of a structure of composition F2Li4Pd in a non-equilibrium geometry.

XYZ file:
```
7
Properties=species:S:1:pos:R:3
Li -1.36 -1.56 0.91
Li 1.12 0.48 -1.60
Li -0.86 -0.54 -0.95
Li -0.09 0.53 1.08
Pd -1.57 1.01 -0.39
F 1.56 -0.40 1.28
F 1.20 0.48 -0.33
```

Output
Gap between HOMO and LUMO (alpha / beta)   7.99 / 5.68 eV
Lowest unoccupied orbital energy (alpha / beta)   -0.936 / -0.993 hartree
Multiplicity   3
Charge   +4
HOMO (alpha / beta)   -33.45 / -32.70 eV

---

The following is a DFT calculation (ωB97M-V with the def2-TZVPD basis set) of a cluster of 2 separate species, C3H5IO in total in a non-equilibrium geometry.

XYZ file:
```
10
Properties=species:S:1:pos:R:3
C 3.40 1.33 0.58
C -1.52 -0.68 -0.11
C -0.31 0.10 0.10
O 3.44 1.89 -0.42
I 1.51 -1.09 0.07
H -0.52 0.50 1.17
H -1.52 -1.30 -0.98
H -1.82 -1.37 0.65
H -2.38 -0.14 -0.21
H -0.27 0.74 -0.85
```

Output
Gap between HOMO and LUMO   9.72 eV
Lowest unoccupied orbital energy   0.014 hartree
Energy above the lowest of the compared OMol25 structures with the same formula, charge and spin   46.9 kJ/mol
HOMO   -9.34 eV

---

The following is a DFT calculation (ωB97M-V with the def2-TZVPD basis set) of a structure of composition C34H24AsBrN2O3S3W in a non-equilibrium geometry.

XYZ file:
```
69
Properties=species:S:1:pos:R:3
W -0.31 0.31 0.39
S 1.70 0.31 1.70
C 1.68 1.35 3.16
C 2.73 1.28 4.07
C 2.71 2.11 5.18
C 1.66 3.00 5.37
C 0.61 3.07 4.47
C 0.60 2.22 3.36
As -0.76 2.22 1.91
C -2.06 3.52 2.81
C -2.94 3.15 3.83
C -3.78 4.11 4.38
C -3.74 5.42 3.94
C -2.84 5.79 2.95
C -2.01 4.85 2.37
C -1.68 0.49 2.42
C -3.05 0.40 2.09
C -3.83 -0.62 2.59
C -3.28 -1.58 3.44
C -1.94 -1.48 3.81
C -1.15 -0.46 3.32
H 3.54 0.60 3.90
H 3.52 2.07 5.88
H 1.67 3.65 6.23
H -0.20 3.77 4.61
H -2.97 2.13 4.19
H -4.47 3.82 5.16
H -4.40 6.16 4.38
H -2.81 6.82 2.61
H -1.29 5.11 1.59
H -3.51 1.18 1.49
H -4.89 -0.65 2.36
H -3.90 -2.37 3.83
H -1.52 -2.20 4.49
H -0.12 -0.38 3.67
S -0.52 -2.06 0.68
C -2.11 -2.14 -0.11
C -3.10 -2.90 0.49
C -4.39 -2.93 -0.05
C -5.40 -3.65 0.64
N -6.19 -4.21 1.25
C -4.67 -2.21 -1.23
C -3.64 -1.54 -1.89
C -2.37 -1.49 -1.33
S -1.04 -0.66 -2.19
C -6.00 -2.14 -1.70
N -7.09 -2.01 -2.02
H -2.87 -3.47 1.38
H -3.84 -1.05 -2.83
C 2.53 -1.66 -0.70
O 1.60 -0.56 -0.88
H 2.53 -2.30 -1.59
H 2.21 -2.24 0.16
H 3.53 -1.27 -0.53
H 1.95 -0.04 -1.63
Br -0.18 3.99 -5.76
C -1.35 3.46 -4.37
C -2.64 3.97 -4.29
C -3.48 3.57 -3.26
C -3.05 2.65 -2.32
C -1.76 2.14 -2.41
C -0.90 2.54 -3.44
C -1.22 1.16 -1.42
O -1.94 0.89 -0.29
O 0.07 1.41 -1.01
H -2.99 4.68 -5.03
H -4.48 3.97 -3.20
H -3.69 2.34 -1.51
H 0.10 2.14 -3.50
```

Output
Gap between HOMO and LUMO   5.38 eV
Lowest unoccupied orbital energy   -0.311 hartree
Energy above the lowest of the compared OMol25 structures with the same formula, charge and spin   452.2 kJ/mol
Charge   +2
HOMO   -13.85 eV

---

The following is a DFT calculation (ωB97M-V with the def2-TZVPD basis set) of an isolated molecule of C5H10O2.

XYZ file:
```
17
Properties=species:S:1:pos:R:3
C -0.39 1.70 1.97
O 0.11 0.58 1.29
C -0.29 0.55 -0.07
C 0.18 -0.70 -0.76
C 0.23 -0.62 -2.26
C 0.51 -1.83 -0.12
O 0.55 -2.05 1.21
H -0.04 2.64 1.51
H -0.02 1.65 3.00
H -1.49 1.71 1.98
H -1.39 0.64 -0.13
H 0.13 1.44 -0.59
H -0.75 -0.36 -2.70
H 0.55 -1.57 -2.70
H 0.94 0.15 -2.59
H 0.79 -2.72 -0.68
H 0.40 -1.19 1.65
```

Output
Gap between HOMO and LUMO   9.13 eV
Lowest unoccupied orbital energy   0.032 hartree
Energy above the lowest of the compared OMol25 structures with the same formula, charge and spin   191.9 kJ/mol
HOMO   -8.26 eV